Record 1
The following is a quantum chemistry calculation of C49H41BrIN7O4PbS as an isolated structure, from OMol25.

Geometry (Å):
Pb -0.2848 -0.3805 1.2367
C 3.9701 -2.0426 2.8948
C 3.6953 -2.4792 1.4988
N 4.7402 -2.5918 0.6855
C 4.5615 -3.1059 -0.5258
C 3.3300 -3.4015 -1.0838
C 3.3306 -3.7609 -2.5568
O 2.3786 -3.0825 -3.3878
C 2.1699 -3.1792 -0.3136
C 0.8710 -3.4130 -0.8830
N -0.2481 -2.9827 -0.3759
C -1.4700 -3.2493 -0.9671
C -1.6827 -3.1694 -2.3911
C -2.9398 -3.3303 -2.9476
C -4.0224 -3.6833 -2.1295
C -3.8447 -3.8555 -0.7523
C -2.6083 -3.5963 -0.1465
I -2.2908 -3.9913 1.8722
C 2.3242 -2.7199 1.0418
O 1.3459 -2.4222 1.8208
H 5.0533 -2.0707 3.0514
H 3.4938 -2.6643 3.6516
H 3.5939 -1.0291 3.0789
H 5.4992 -3.2678 -1.0868
H 3.2183 -4.8477 -2.6992
H 4.3314 -3.5005 -2.9100
H 2.0227 -2.2950 -2.9187
H 0.8006 -3.9349 -1.8354
H -0.7798 -2.9404 -2.9922
H -3.0828 -3.2415 -4.0349
H -5.0286 -3.8161 -2.5657
H -4.6597 -4.2255 -0.1219
Br -9.8091 -0.8416 -1.1363
C -8.7186 0.7196 -1.0087
C -7.9011 0.8931 0.1173
C -7.1828 2.0360 0.2577
C -7.2395 3.0207 -0.7538
C -8.1099 2.9028 -1.8494
C -8.8115 1.7150 -1.9944
N -6.1911 3.9660 -0.8645
N -5.6340 4.2747 0.2556
C -4.3563 3.7791 0.3945
C -3.7204 4.3046 1.5324
C -2.7308 3.5942 2.1357
C -2.2426 2.3359 1.6324
O -1.2724 1.7305 2.2075
C -2.8625 1.8744 0.4081
N -2.3635 0.7273 -0.0857
C -2.7872 0.2789 -1.2368
C -3.7549 0.9368 -1.9818
C -4.2566 2.1276 -1.5205
C -3.8528 2.6214 -0.2613
H -7.8716 0.0788 0.8473
H -6.5506 2.1473 1.1411
H -8.1567 3.6784 -2.6279
H -9.4352 1.5326 -2.8739
H -4.1598 5.2050 1.9362
H -2.2782 3.9393 3.0755
H -2.3387 -0.6556 -1.5904
H -4.0704 0.5132 -2.9454
H -4.9396 2.7207 -2.1154
C -0.0801 0.6159 -3.4811
O 0.3621 -0.5678 -2.8159
H -0.6972 0.3147 -4.3342
H 0.7418 1.2261 -3.8474
H -0.7046 1.2641 -2.8382
H 0.7615 -0.2365 -1.9640
C 0.9781 0.6758 6.7230
N 0.7455 -0.5867 6.0223
C 0.3947 -1.8231 6.5742
C 0.3219 -2.6843 5.5306
N 0.5932 -2.0231 4.3558
C 0.8922 -0.7287 4.6601
S 1.3555 0.4961 3.6284
H 0.6524 0.5766 7.7483
H 0.4558 1.4925 6.2021
H 2.0443 0.9223 6.7386
H 0.2012 -1.9254 7.6553
H 0.0943 -3.7553 5.4956
H 0.8501 -2.3794 3.3960
C 1.2940 0.3986 -0.2196
C 2.4149 0.8984 -0.4799
C 3.6424 1.4573 -0.8444
C 4.5285 1.9621 0.2013
C 5.9178 2.0912 0.0406
C 6.7514 2.4356 1.1079
C 6.2078 2.6459 2.3792
C 4.8060 2.5425 2.5377
C 3.9815 2.2461 1.4613
C 4.0390 1.4442 -2.2338
C 3.5094 0.4635 -3.0943
C 3.7910 0.4936 -4.4576
C 4.5913 1.5033 -5.0018
C 5.0984 2.4779 -4.1587
C 4.8596 2.4618 -2.7921
H 6.3786 1.9233 -0.9388
H 7.8269 2.5388 0.9196
H 6.8097 2.9514 3.2264
H 4.3689 2.6283 3.5333
H 2.9152 2.2173 1.6185
H 2.8610 -0.3032 -2.6671
H 3.3923 -0.2870 -5.0961
H 4.8428 1.5259 -6.0635
H 5.7259 3.2531 -4.5588
H 5.2937 3.2705 -2.1708

Cartesian forces, eV/Å:
0.6 -0.4 -0.1
0.2 0.5 0.3
-0.1 -0.4 -1.1
-0.6 -0.6 1.5
0.2 -0.1 -1.1
0.5 0.4 -0.2
0.1 0.0 0.0
-0.2 0.2 0.7
0.2 0.2 0.7
-1.7 0.6 0.2
0.8 -0.3 0.2
-1.4 -0.5 -0.8
1.0 0.2 1.1
-0.3 -0.4 0.0
-0.3 0.1 0.0
0.2 0.1 0.2
1.0 0.0 -1.7
-0.1 0.1 0.0
0.5 0.6 0.1
0.2 -0.5 0.0
-0.2 0.1 0.0
-0.2 -0.3 -0.1
0.1 -0.1 -0.1
-0.6 0.2 0.0
-0.3 0.2 -0.1
0.0 -0.1 -0.1
0.4 -0.5 -0.5
0.3 -0.4 0.0
-0.8 0.0 0.3
0.1 0.0 0.6
0.7 0.0 0.3
0.2 0.3 -0.3
0.1 0.0 -0.1
0.2 0.6 0.0
-1.4 -1.4 -0.5
0.3 0.8 0.3
1.2 1.9 -0.5
-0.1 -0.7 -0.2
-0.4 -0.4 0.1
-1.8 -1.5 -0.4
1.5 -0.7 0.4
-1.7 2.0 0.0
0.4 -1.1 0.4
0.6 0.4 1.0
1.5 0.3 1.3
-1.8 1.0 -1.0
0.2 -0.4 -0.5
0.3 0.2 0.1
0.1 -1.0 -0.1
-0.3 0.1 -0.7
-0.2 0.1 -0.3
0.5 -0.5 -0.3
0.1 0.4 -0.1
0.0 0.2 -0.5
0.2 -0.4 0.5
0.1 0.1 0.3
0.1 0.0 0.2
-0.1 -0.1 -0.5
-0.1 0.3 0.0
0.2 0.3 0.5
0.1 -0.2 0.1
-0.4 -0.2 0.1
0.0 0.7 0.4
0.1 0.0 0.0
0.3 0.0 0.0
0.2 -0.3 0.0
-0.2 -0.3 -0.3
0.1 -0.2 -0.6
0.0 -0.1 -0.3
0.0 0.3 0.2
-0.3 -1.3 0.0
0.5 0.9 0.5
-0.1 0.1 0.4
0.1 0.4 -0.1
-0.3 -0.1 0.2
0.1 -0.4 0.2
-0.1 -0.1 -0.2
0.2 -0.1 -1.0
0.1 0.7 0.2
0.0 0.0 0.2
0.9 0.6 0.3
-1.5 -0.7 0.2
0.8 0.3 0.2
-0.9 -0.4 -0.7
0.8 0.2 0.1
-0.4 0.1 -0.1
-0.7 0.1 -0.1
0.6 -0.2 -0.2
0.7 0.2 1.0
-0.3 0.4 0.5
0.2 0.2 -0.7
0.0 0.0 0.2
-0.1 -0.3 -0.3
0.2 -0.1 0.6
0.1 0.0 -0.2
-0.2 -0.1 0.5
-0.4 -0.1 0.2
0.2 -0.2 0.0
0.1 0.2 -0.2
-0.2 -0.2 -0.1
0.3 0.2 -0.2
0.0 0.0 0.0
-0.2 -0.1 0.2
0.2 0.3 -0.2
-0.5 -0.7 -0.4

Calculated values
- HOMO-LUMO gap (spin up / spin down) (eV) = 3.5 / 3.6
- net charge = -2
- 2S+1 = 1

Results of the Mulliken charge analysis, in e, for atoms 1 through 99: Pb 0.87; C -0.75; C 0.87; N -0.61; C -1.21; C 0.72; C -0.99; O -0.50; C 0.91; C -1.23; N 0.35; C -0.13; C 0.04; C -0.68; C -0.52; C -0.41; C -0.05; I 0.06; C 0.01; O -1.08; H 0.42; H 0.27; H -0.12; H 0.25; H 0.41; H 0.30; H 0.21; H 0.87; H 0.27; H 0.36; H 0.33; H 0.35; Br -0.25; C 0.04; C -0.58; C -0.40; C 0.44; C -0.50; C -0.17; N -0.51; N -0.50; C 0.26; C -0.60; C -0.83; C 0.26; O -0.37; C -0.04; N 0.10; C -0.21; C -1.10; C -0.50; C 0.82; H 0.38; H 0.38; H 0.37; H 0.36; H 0.42; H 0.38; H 0.45; H 0.45; H 0.78; C -0.73; O -0.08; H 0.32; H 0.27; H 0.15; H -0.70; C -0.86; N 0.23; C -0.34; C -0.62; N 0.45; C -0.13; S -0.36; H 0.32; H 0.28; H 0.29; H 0.37; H 0.44; H 0.18; C -1.39; C 1.22; C 0.30; C 0.42; C -0.43; C -0.67; C -0.56; C -0.36; C -0.72; C 0.19; C 0.46; C -0.46; C -0.71; C -0.52; C -0.62; H 0.48; H 0.33; H 0.36; H 0.33

Record 2
The following is a quantum chemistry calculation of C30H46O2P2W as an isolated structure, from OMol25.

Geometry (Å):
W 0.0808 -0.7772 1.5011
C -0.8618 -2.5166 2.3986
C 0.4607 -2.8558 1.9252
C 0.6818 -1.2134 3.5762
C -0.7280 -1.4919 3.4087
C 1.4114 -2.0468 2.6525
C -2.1503 -3.1290 1.9791
H -2.0970 -3.5570 0.9698
H -2.9667 -2.3961 2.0013
H -2.4327 -3.9412 2.6676
C -1.8237 -0.7569 4.0930
H -2.7876 -0.9687 3.6213
H -1.6372 0.3235 4.0413
H -1.8989 -1.0289 5.1560
C 1.2514 -0.2017 4.5039
H 1.4276 -0.6167 5.5077
H 0.5607 0.6395 4.6135
H 2.2060 0.1809 4.1292
C 2.8942 -2.0917 2.5459
H 3.3102 -2.7434 3.3293
H 3.3367 -1.0972 2.6876
H 3.2281 -2.4801 1.5757
C 0.8034 -3.9586 0.9850
H 1.0219 -4.8668 1.5610
H 1.6858 -3.7325 0.3746
H -0.0191 -4.1839 0.2976
C -1.7295 0.8329 -5.2271
C -1.7943 -0.5069 -5.2344
C -0.9932 -1.4574 -6.0780
C 0.3762 -0.9488 -6.5742
C 1.3015 -0.4682 -5.4901
C 1.3657 0.7506 -4.9468
C 0.5660 1.9676 -5.3253
C -0.7933 1.7108 -6.0070
H -1.5762 -1.7633 -6.9660
H 0.2269 -0.1895 -7.3510
H -0.8441 -2.3791 -5.4913
H -0.6309 1.3370 -7.0248
H -2.4699 1.3952 -4.6411
H -2.5898 -0.9965 -4.6582
H -1.2847 2.6943 -6.1189
H 0.4031 2.5589 -4.4091
H 2.1568 0.9600 -4.2121
H 1.1568 2.6176 -5.9963
H 0.8701 -1.8017 -7.0735
H 2.0333 -1.2296 -5.1765
P -1.2758 -0.4506 -0.4660
C -2.7569 0.5540 -0.4428
C -1.4861 -1.7488 -1.7008
P 1.6003 0.1229 -0.1560
C 0.0940 0.6130 -1.1325
C 2.5457 -0.9419 -1.2559
C 2.5546 1.6139 0.1294
H -2.6458 1.3853 0.2737
H -3.5963 -0.0875 -0.1406
H -2.9257 0.9512 -1.4552
H -1.6059 -1.2951 -2.6982
H -2.3837 -2.3281 -1.4461
H -0.6240 -2.4293 -1.7118
H 2.7882 2.0787 -0.8393
H 3.4758 1.3449 0.6621
H 1.9516 2.3018 0.7399
H -0.1431 1.6701 -0.9388
H 0.2411 0.4357 -2.2106
H 3.5244 -1.1276 -0.7937
H 2.6755 -0.4314 -2.2218
H 2.0393 -1.9034 -1.4111
O -2.1948 3.4736 1.8062
C -1.0684 3.0118 2.0961
O -0.2225 2.4287 1.3349
C -0.6170 3.1274 3.5366
C 0.7515 3.1966 3.8468
C 1.1829 3.4509 5.1579
C 0.2401 3.6250 6.1841
C -1.1234 3.4706 5.8961
C -1.5453 3.2127 4.5834
H 1.4855 3.0412 3.0544
H 2.2530 3.5224 5.3734
H 0.5683 3.8782 7.1981
H -1.8628 3.5619 6.6919
H -2.6024 3.0958 4.3545

Cartesian forces, eV/Å:
-0.8 6.0 -2.3
0.3 -0.7 1.1
0.1 -1.1 0.9
-0.1 -1.2 0.5
0.6 -1.0 0.6
-0.2 -0.8 1.2
-0.6 -0.2 -0.3
0.0 0.1 0.3
0.2 -0.2 0.0
0.2 0.2 -0.2
-0.4 0.2 -0.1
0.1 0.1 0.2
-0.1 0.0 0.1
0.2 0.0 -0.3
0.1 0.4 0.0
-0.1 -0.1 -0.3
0.2 0.0 0.1
-0.2 0.0 0.1
0.6 0.0 -0.2
-0.2 0.1 -0.2
-0.1 -0.3 0.0
-0.1 0.0 0.3
0.0 -0.1 -0.5
0.0 0.1 -0.1
-0.1 0.0 0.2
0.1 0.0 0.2
-0.3 -0.3 0.3
-0.3 0.5 -0.2
0.3 -0.2 0.0
0.0 -0.4 -0.5
0.3 -0.2 0.3
0.3 0.0 -0.2
-0.2 0.2 0.1
0.0 0.6 -0.3
0.1 0.1 0.4
0.2 -0.4 0.3
0.0 0.1 -0.2
-0.2 0.2 0.4
0.3 -0.4 0.0
0.1 0.3 -0.1
0.2 -0.4 0.0
0.0 0.0 -0.2
-0.2 -0.2 -0.2
-0.1 -0.3 0.3
-0.2 0.4 0.1
-0.3 0.4 0.1
-1.6 0.3 -1.6
-0.3 0.2 0.1
-0.1 -0.4 0.0
1.5 1.0 -1.1
0.0 -0.1 0.8
0.2 -0.3 0.0
0.2 0.3 0.2
0.0 -0.1 -0.2
0.1 0.2 -0.1
0.0 -0.1 0.3
0.0 -0.1 0.3
0.2 0.1 -0.1
-0.2 0.2 0.0
0.0 -0.1 0.3
-0.1 0.1 -0.2
0.1 -0.2 -0.2
0.0 -0.3 0.3
0.0 -0.3 0.2
-0.2 0.0 -0.2
0.0 -0.2 0.3
0.1 0.2 0.0
2.0 -1.2 -0.2
-2.3 0.9 1.4
0.6 -2.2 -1.5
0.4 0.1 0.7
-0.1 0.0 0.4
-0.3 0.0 -0.1
0.0 -0.1 -0.3
0.2 -0.1 -0.3
0.2 0.2 0.1
-0.2 0.2 0.2
-0.4 0.0 -0.1
-0.2 -0.2 -0.4
0.2 0.0 -0.2
0.2 0.2 0.0

Calculated values
- HOMO-LUMO gap (spin up / spin down) (eV) = 3.7 / 4.3
- net charge = +2
- expectation value of S² = 2.025
- 2S+1 = 3

For reference, the Mulliken charges in units of e are: W -0.47; C 0.76; C 0.35; C 0.59; C 0.24; C 0.57; C -1.32; H 0.32; H 0.39; H 0.33; C -0.97; H 0.33; H 0.09; H 0.34; C -0.81; H 0.33; H -0.06; H 0.34; C -1.18; H 0.34; H 0.35; H 0.34; C -1.38; H 0.36; H 0.34; H 0.36; C -0.30; C -0.64; C -0.60; C -0.98; C -0.23; C -0.52; C -0.58; C -1.00; H 0.34; H 0.32; H 0.28; H 0.35; H 0.41; H 0.80; H 0.42; H 0.27; H 0.60; H 0.38; H 0.42; H 0.38; P 1.05; C -1.00; C -0.89; P 1.09; C -1.01; C -1.09; C -1.16; H 0.22; H 0.45; H 0.38; H -0.14; H 0.52; H 0.33; H 0.47; H 0.45; H 0.21; H 0.49; H 0.28; H 0.47; H 0.33; H 0.26; O -0.67; C 0.04; O -0.48; C 0.55; C -0.26; C -0.54; C -0.49; C -0.61; C -0.33; H 0.32; H 0.44; H 0.40; H 0.43; H 0.53

Record 3
The following is a quantum chemistry calculation of a 2-piece molecular cluster, CH5OPS overall, from OMol25.

Geometry (Å):
C -1.5637 -0.2707 -0.2395
O -0.2656 -0.0740 -0.6121
P 1.1488 -0.4278 0.2139
S 2.4496 1.0226 -0.4325
H -2.1707 0.4616 -0.9403
H -1.8730 0.0919 0.7529
H -1.8570 -1.2928 -0.2743
H 0.5700 0.3311 1.8745
H 3.5616 0.1580 -0.3426

Cartesian forces, eV/Å:
-2.6 2.6 -0.4
3.1 0.4 -0.1
-2.7 0.1 3.0
1.4 0.0 -0.2
0.8 -2.0 1.1
0.8 0.0 0.2
-0.4 -0.9 -0.5
0.9 -1.1 -2.7
-1.3 0.8 -0.2

Calculated values
- HOMO-LUMO gap (eV) = 9.3
- 2S+1 = 1

For reference, the Mulliken charges in units of e are: C -0.61; O -0.21; P 0.08; S -0.21; H 0.19; H 0.30; H 0.28; H 0.00; H 0.17

Record 4
The following is a quantum chemistry calculation of an isolated ion of composition C4H11N2 and charge +1, from OMol25.

Geometry (Å):
N 0.6317 -1.2712 -2.6658
C 0.1384 -0.6918 -1.4720
C 0.9283 -0.2607 -0.4484
C 0.6132 -0.4476 0.9763
C -0.7580 0.1173 1.5662
N -0.8070 1.5955 1.0705
H 1.6067 -1.3653 -2.9355
H 0.0603 -0.9615 -3.4316
H -0.9354 -0.8416 -1.2958
H 1.9676 0.0282 -0.6759
H 0.4525 -1.5147 1.1642
H 1.3466 0.0060 1.6567
H -1.7021 -0.3742 1.2320
H -1.0220 0.1729 2.6201
H -1.6345 2.1244 1.2822
H -0.8667 1.3995 0.1191
H -0.0195 2.2847 1.2378

Cartesian forces, eV/Å:
-1.5 1.4 0.5
1.9 -1.1 0.4
0.1 0.3 -1.8
-2.2 0.1 2.7
-0.4 0.9 -0.5
0.3 0.5 1.4
-0.2 0.5 0.8
0.0 -0.4 -0.6
0.3 -0.1 -0.4
-0.5 -0.5 0.1
0.8 0.0 0.4
0.2 -0.6 -0.4
0.8 0.5 -0.8
1.4 -0.3 0.4
-0.8 0.0 0.5
0.4 0.3 -2.7
-0.6 -1.6 0.0

Calculated values
- HOMO-LUMO gap (eV) = 8.6
- net charge = +1
- 2S+1 = 1
- SMILES = N/C=C/CC[NH3+]

For reference, the Mulliken charges in units of e are: N -0.46; C 0.10; C -0.61; C -0.52; C -0.63; N -0.34; H 0.24; H 0.24; H 0.25; H 0.27; H 0.31; H 0.40; H 0.34; H 0.39; H 0.36; H 0.31; H 0.35